(1)
ORCA calculation (ωB97M-V with the def2-TZVPD basis set) on a cluster of 2 separate species, C29H27N2O in total in a non-equilibrium geometry.

```
59
Properties=species:S:1:pos:R:3:forces:R:3:mulliken_charge:R:1
O -3.2751 -1.5717 0.9888 0.09 -1.17 0.35 -0.771
N 3.1672 4.2244 1.0325 -0.29 0.33 -0.50 0.139
N -3.2213 0.0536 -1.3396 -0.11 0.07 -0.07 0.311
C 0.9000 -0.9965 -2.3405 -0.03 0.17 0.98 -0.089
C 0.3698 -1.7994 2.6292 -0.08 0.48 -0.82 -0.034
C 0.2003 -4.2085 2.6817 0.01 0.55 0.76 -0.704
C 2.3907 3.0367 0.9247 0.66 -0.13 0.27 -0.100
C 0.4122 -3.1031 0.5800 -0.15 -0.54 1.67 0.134
C 0.5359 -2.8681 -0.8388 0.14 0.13 -1.65 -0.138
C 1.5384 2.8129 -0.1780 0.37 0.59 0.61 -0.661
C 0.9459 -1.8899 -3.3867 -0.04 -0.46 -0.44 -1.104
C -3.5117 -1.7133 -2.9309 0.06 0.54 -0.79 -0.871
C 2.5517 2.0038 1.8675 0.02 0.86 -0.45 -0.592
C 0.9388 1.5991 -0.3628 -0.07 -0.57 0.08 -0.559
C -3.1919 -0.3426 1.0861 -0.05 -0.45 -0.29 1.126
C -3.1761 0.9569 -2.3774 0.06 -0.43 0.11 -0.147
C 0.8015 -3.2620 -3.1776 0.09 0.72 -0.50 -0.762
C 0.2760 -4.2812 1.3095 0.09 0.79 -1.39 -0.392
C 0.5982 -3.7554 -1.9099 -0.18 0.29 1.48 -0.426
C -3.1780 0.2469 2.4557 0.18 0.42 0.58 -1.524
C 0.7095 -0.8169 0.2528 0.67 0.56 0.53 0.738
C 0.2336 -2.9736 3.3316 -0.05 -0.55 0.28 -1.071
C 1.9502 0.7945 1.6778 -0.40 -0.78 -0.16 -0.933
C 0.6871 -1.4746 -1.0362 -0.20 -0.25 -1.19 0.893
C 4.6269 4.1481 0.8898 -0.73 -0.49 0.11 -1.020
C -3.1463 0.5030 -0.0205 0.35 0.50 -0.23 -0.735
C -3.4990 -0.7967 -3.9603 -0.11 -0.34 -0.51 -0.256
C 2.7262 5.3291 1.8921 -0.19 -0.63 -0.41 -0.945
C -3.3634 -1.2754 -1.6491 0.18 -0.09 0.42 -0.143
C 0.4953 -1.8526 1.2327 -0.11 -0.54 0.69 -0.131
C 1.1559 0.5343 0.5376 -0.25 -0.33 -0.18 0.383
C -3.3126 0.5433 -3.6735 0.02 -0.10 -0.01 -0.715
H -4.1601 0.6476 2.6976 -0.06 0.13 0.05 0.387
H 4.9830 4.9925 0.3014 0.02 0.05 0.02 0.340
H 2.8592 6.2758 1.3714 0.02 0.10 0.05 0.327
H 2.1510 -0.0081 2.3637 0.08 -0.15 0.14 0.705
H -3.3385 -1.9824 -0.8432 -0.08 0.33 0.43 0.677
H 0.2754 1.4451 -1.1948 -0.14 0.03 -0.20 0.539
H 1.3908 3.6146 -0.8814 -0.01 0.15 -0.12 0.503
H 4.8962 3.2265 0.3759 0.03 0.04 -0.06 0.327
H 1.0583 0.0532 -2.5155 0.05 0.12 -0.14 0.508
H -2.4366 1.0374 2.5583 -0.04 0.24 -0.01 0.319
H 0.2257 -5.2249 0.7978 0.00 -0.27 -0.07 0.509
H -3.0112 1.9971 -2.1541 -0.08 0.02 0.42 0.412
H -3.6302 -2.7644 -3.1345 -0.03 -0.13 0.13 0.452
H 1.1128 -1.5288 -4.3882 0.03 0.07 -0.12 0.476
H -2.9470 -0.5285 3.1844 -0.04 -0.09 -0.12 0.339
H -3.0883 1.5648 0.1274 -0.01 0.23 -0.30 0.321
H -3.2689 1.2571 -4.4788 -0.01 0.23 0.03 0.431
H 0.3368 -0.8458 3.1292 0.00 0.08 0.19 0.765
H 3.2980 5.3456 2.8197 0.07 0.06 0.21 0.325
H 1.6734 5.2064 2.1402 -0.03 0.07 -0.03 0.334
H 0.1075 -5.1119 3.2624 -0.05 -0.10 0.09 0.444
H 3.1753 2.1865 2.7273 0.15 -0.06 0.10 0.452
H -3.6323 -1.1222 -4.9782 0.01 0.00 -0.18 0.421
H 0.1451 -2.9377 4.4043 -0.04 -0.02 0.15 0.445
H 5.1146 4.1521 1.8644 0.21 0.04 0.15 0.365
H 0.8682 -3.9418 -4.0122 -0.01 -0.04 -0.12 0.454
H 0.5059 -4.8109 -1.7329 -0.01 -0.30 -0.01 0.516
```
Positions in Å, forces in eV/Å.

Values from the calculation:
E_LUMO: -5.709 eV
Maximum force: 1.8 eV Å⁻¹
Relative energy (zero: lowest compared OMol25 entry of this formula, charge and spin): 65.7 kcal per mole
Charge: +1
HOMO-LUMO gap: 3.85 eV

***

(2)
ORCA calculation (ωB97M-V with the def2-TZVPD basis set) on a cluster of 2 separate species, C4H9N2 in total in a non-equilibrium geometry.

```
15
Properties=species:S:1:pos:R:3:forces:R:3:mulliken_charge:R:1
N -2.8936 -0.6350 -0.0736 0.69 0.31 0.04 -0.202
N 1.2927 -1.0611 0.2861 -0.43 -0.34 0.65 -0.443
C 0.3523 1.1934 0.0981 -1.62 -1.19 0.05 -0.890
C 2.4328 -0.2477 0.1716 0.53 0.29 -0.05 -0.318
C -2.0295 0.2778 0.2232 0.99 0.64 0.00 -0.215
C 1.0977 0.1565 -0.5040 0.24 -0.13 -0.85 0.393
H -2.4322 1.1024 0.8099 -0.45 -0.13 0.08 0.232
H -0.0329 2.0190 -0.4779 0.14 0.18 -0.09 0.379
H 0.3429 1.2720 1.1746 -0.02 0.03 0.13 0.332
H 2.7229 0.3063 1.0547 -0.01 -0.04 0.04 0.238
H 3.2506 -0.5107 -0.4968 -0.21 0.09 -0.03 0.288
H 1.3141 -1.9049 -0.2786 0.06 0.23 -0.22 0.273
H -2.6132 -1.4448 -0.6178 -0.11 0.05 0.06 0.263
H -3.8687 -0.6066 0.2194 0.10 0.01 -0.03 0.265
H 1.0640 0.0834 -1.5888 0.10 -0.01 0.22 0.406
```
Positions in Å, forces in eV/Å.

Values from the calculation:
E_LUMO: -5.201 eV
Maximum force: 2.0 eV Å⁻¹
Relative energy (zero: lowest compared OMol25 entry of this formula, charge and spin): 122.0 kcal per mole
Charge: +1
HOMO-LUMO gap: 8.35 eV

***

(3)
ORCA calculation (ωB97M-V with the def2-TZVPD basis set) on a structure of composition C29H60F6N4O27PtS6 in a non-equilibrium geometry.

```
133
Properties=species:S:1:pos:R:3:forces:R:3:mulliken_charge:R:1
Pt 12.2259 -24.3671 14.1283 -1.46 0.82 0.45 5.028
S 10.4245 -21.2305 15.2374 0.63 -1.94 5.30 -0.182
S 14.9525 -24.0381 16.0268 3.75 -10.25 7.00 0.546
S 14.1364 -26.8944 13.1820 4.35 -0.82 -3.58 0.812
S 12.4023 -27.6427 14.6514 -6.51 -6.38 7.52 0.368
S 14.7317 -22.0640 14.9588 -0.64 5.26 -5.41 1.041
S 9.2090 -20.4787 13.4434 -7.75 -2.37 -11.40 0.893
F 13.6444 -21.4186 13.9029 0.49 -0.61 0.88 -0.110
F 13.9774 -25.3117 16.4913 0.89 0.69 -0.48 -0.165
F 8.1133 -19.3089 13.1860 -0.37 -0.22 0.27 -0.367
F 11.6308 -20.5373 16.0097 0.25 0.42 -0.69 -0.238
F 14.7852 -25.4454 12.8990 -0.93 -0.78 0.22 -0.166
F 10.8338 -27.2172 14.9045 0.80 -0.07 -0.17 -0.360
O 12.5827 -23.6053 12.1557 0.52 0.69 -3.50 -0.833
O 20.0925 -23.4380 10.6513 -0.83 -0.76 -2.89 -0.234
O 12.2148 -28.7905 13.7986 1.38 1.22 0.26 -0.567
O 8.3635 -21.7154 13.6119 2.90 3.19 0.00 -0.619
O 15.1457 -23.4586 17.3513 0.28 0.18 -2.62 -0.666
O 15.1421 -27.5431 14.0385 -2.92 1.41 -1.27 -0.455
O 16.1866 -28.6647 17.0660 0.11 0.83 1.57 -0.314
O 18.6828 -23.1949 17.3716 0.88 1.60 1.28 -0.022
O 10.0933 -25.7511 17.6539 0.67 1.22 -2.04 -0.405
O 16.0995 -26.5802 18.1432 0.05 -1.92 -0.60 -0.495
O 15.9158 -22.0254 14.1192 -1.40 -1.34 1.17 -0.459
O 19.5661 -21.1883 17.7728 -1.03 -0.80 -0.09 -0.249
O 13.9390 -27.4699 11.8336 -0.24 1.84 3.40 -0.584
O 9.6608 -21.7183 16.3939 1.17 0.56 -2.95 -0.608
O 16.0320 -24.7066 15.3088 -1.32 1.76 1.31 -0.524
O 11.1329 -24.6443 16.0194 -0.49 0.24 0.64 -0.915
O 9.9312 -20.3003 12.1758 -0.04 -1.01 2.10 -0.609
O 19.0731 -23.2749 12.4968 -0.68 -0.06 -1.69 -0.020
O 14.6680 -28.2276 18.6491 1.61 -2.51 -1.41 -0.352
O 14.7323 -21.1267 16.0228 -0.73 -0.51 0.70 -0.618
O 21.3184 -22.9104 12.4960 -1.84 -0.11 -1.61 -0.634
O 11.1128 -22.1800 14.3385 -1.36 1.97 1.07 -0.272
O 13.6420 -22.9169 10.1624 -1.79 -1.54 1.60 -0.324
O 11.5063 -23.7388 10.1817 0.66 0.07 0.65 -0.328
O 12.8308 -27.8517 16.0433 -0.02 0.71 -3.14 -0.308
O 11.2667 -23.8907 18.2075 -0.24 -1.66 -0.98 -0.398
O 18.7807 -22.3989 19.5781 0.52 0.26 -3.18 -0.587
N 12.7275 -26.3511 13.9727 4.40 1.81 -3.74 0.280
N 11.9783 -17.0029 14.0647 -3.01 1.31 0.32 0.268
N 13.8770 -23.5115 15.1401 -0.50 5.50 -2.23 -0.496
N 9.7570 -19.8337 14.6163 4.58 -0.76 6.20 0.213
C 10.5113 -16.8319 13.4775 1.18 0.38 -1.57 -0.537
C 19.7282 -20.0143 18.5575 0.38 0.94 0.53 -0.195
C 12.1524 -22.7747 17.9786 -0.67 1.01 -0.57 0.076
C 18.3241 -24.5108 17.7975 0.19 -0.95 1.04 -0.645
C 13.8650 -27.3924 19.3854 -0.45 2.73 0.50 0.841
C 18.8629 -22.9497 13.8492 0.50 0.15 0.84 -0.366
C 17.3526 -28.3322 16.2877 0.32 0.94 -1.24 -0.536
C 12.8235 -15.4126 12.1110 -0.37 -1.33 0.42 -0.715
C 9.0424 -25.2829 19.8418 0.12 0.54 -0.28 -1.270
C 20.2615 -23.1456 11.8905 2.30 0.02 3.93 0.576
C 18.9920 -22.2718 18.3628 -0.71 -0.94 1.27 0.508
C 12.9514 -17.3560 16.4776 -1.79 0.00 0.01 0.019
C 12.6017 -17.5222 17.9906 -0.23 0.27 -0.95 -1.400
C 20.9474 -20.0396 19.4058 0.54 -0.83 0.95 -1.177
C 12.8079 -15.7326 13.6336 0.02 -1.21 0.69 -0.688
C 20.4713 -24.0210 8.2929 -0.69 0.24 0.07 -1.183
C 11.4547 -23.5350 8.7645 -0.20 0.57 -1.34 -0.759
C 12.5709 -23.4324 10.9148 1.61 0.27 0.05 0.028
C 11.6463 -17.0001 15.6455 3.18 -0.04 -0.46 -0.650
C 12.6429 -18.2842 13.6124 -0.65 0.93 0.62 -1.001
C 15.7114 -27.7283 17.9728 0.28 1.23 -0.58 0.723
C 15.9796 -22.2242 9.7607 -1.00 0.20 0.17 -1.439
C 9.9635 -26.1771 18.9857 -0.33 0.84 2.49 0.148
C 11.3955 -15.3129 11.5370 -0.12 -0.43 0.61 -0.796
C 10.5237 -16.5575 11.8908 0.96 0.33 1.71 -0.428
C 21.1006 -23.5578 9.6123 0.02 0.09 -0.06 -0.184
C 10.8446 -24.7226 17.1955 0.79 -0.21 2.51 0.430
C 12.7835 -28.1293 20.0846 -0.25 -1.73 0.14 -1.627
C 14.9735 -22.8264 10.7827 0.88 0.70 0.37 0.682
H 12.0204 -27.4975 20.5393 0.24 0.04 -0.15 0.465
H 11.8707 -18.3221 18.1087 0.43 -0.47 0.03 0.278
H 8.0722 -25.1749 19.3568 -0.11 -0.13 0.19 0.313
H 8.9371 -25.6197 20.8731 -0.17 -0.71 -0.20 0.434
H 13.1821 -28.7852 20.8586 0.22 0.23 0.31 0.413
H 10.6314 -24.0620 8.2822 -0.10 -0.68 0.97 0.291
H 21.1880 -24.0014 7.4719 0.34 0.02 0.27 0.382
H 12.3354 -28.8593 19.4105 -0.43 0.30 -0.27 0.355
H 20.7943 -20.7476 20.2202 0.09 0.11 0.20 0.292
H 19.0479 -24.9578 18.4790 0.39 0.55 0.31 0.445
H 12.4730 -18.3251 12.5365 0.32 -0.48 0.23 0.539
H 12.4645 -22.7180 16.9358 -0.12 -0.12 0.26 -0.581
H 19.6672 -23.4033 14.4285 -0.10 0.32 0.29 0.399
H 20.0524 -25.0269 8.3220 0.19 -0.08 0.34 0.311
H 11.3946 -15.9662 15.8815 -0.45 -0.20 -0.15 0.550
H 17.0562 -27.7632 15.4066 -0.31 0.35 0.28 0.143
H 12.1756 -19.0911 14.1768 -0.04 -0.01 -0.51 -0.134
H 13.6882 -18.2418 13.9184 0.01 0.01 -0.39 0.361
H 10.8629 -17.7285 15.8548 -0.05 0.16 -0.42 0.376
H 13.5301 -17.6954 18.5347 -0.30 -0.18 0.17 0.386
H 10.9461 -17.4317 11.3954 -0.34 -0.10 -0.11 0.224
H 15.3748 -23.7528 11.1936 -0.61 -0.52 -0.53 0.085
H 21.0610 -19.0346 19.8122 0.35 -0.06 0.10 0.375
H 13.3189 -18.3206 16.1275 0.23 0.08 0.03 0.052
H 17.8761 -29.1629 15.8144 -0.79 -0.94 0.70 0.328
H 12.3441 -23.8307 8.2081 0.23 0.10 0.58 0.318
H 14.4218 -26.8090 20.1186 0.43 -0.06 0.01 0.329
H 10.9260 -14.4125 11.9331 -0.12 0.08 0.18 0.336
H 11.4186 -15.1578 10.4584 0.12 -0.20 -0.02 0.410
H 21.8440 -20.3815 18.8889 0.00 0.36 -0.23 0.296
H 9.5319 -27.1780 18.9933 0.16 0.04 -0.60 0.495
H 18.9157 -19.7590 19.2377 -0.59 -0.64 -0.34 0.293
H 19.6499 -23.3906 7.9524 -0.02 0.27 0.26 0.292
H 18.8065 -21.8682 13.9728 0.37 0.04 0.10 0.292
H 17.3787 -24.5613 18.3376 -0.07 0.28 -0.50 0.305
H 21.8544 -24.3034 9.8653 0.04 0.25 0.53 0.284
H 11.5540 -21.8986 18.2284 -0.09 0.01 -0.30 0.287
H 19.8689 -19.1263 17.9413 -0.46 -0.52 -0.94 0.361
H 18.1794 -27.7872 16.7432 -0.58 0.21 0.88 0.270
H 16.9939 -22.1219 10.1465 -0.17 -0.31 0.45 0.327
H 13.3790 -16.2282 11.6480 -0.12 -0.13 -0.32 0.309
H 10.1258 -15.9532 13.9946 0.06 0.06 -0.05 0.502
H 13.3994 -14.5236 11.8536 -0.03 0.14 0.59 0.414
H 17.8925 -23.3268 14.1721 0.24 -0.31 -0.37 -0.202
H 9.4265 -24.2771 20.0118 0.27 0.06 -0.55 0.286
H 21.5493 -22.5710 9.4975 0.20 -0.13 0.01 0.287
H 12.0620 -16.6808 18.4254 0.38 0.46 -0.15 0.398
H 13.4726 -26.6469 18.6937 -0.32 0.13 -0.07 -0.478
H 12.4825 -14.8636 14.2056 -0.36 -0.25 0.15 0.338
H 11.1787 -22.5111 8.5123 0.55 0.31 0.47 0.288
H 13.0307 -22.6807 18.6173 -0.11 -1.18 0.12 0.484
H 14.8753 -22.2122 11.6777 0.00 0.36 -0.22 -0.227
H 13.6971 -16.5770 16.3187 0.08 -0.09 0.07 0.396
H 18.3652 -25.2215 16.9722 -0.51 0.73 -0.45 0.057
H 9.4994 -16.3835 11.5610 0.03 -0.29 0.09 0.425
H 13.7221 -16.1185 14.0846 0.73 1.00 -0.61 0.559
H 10.9185 -26.2310 19.5083 0.19 0.05 -0.51 -0.185
H 16.0521 -22.7913 8.8327 -0.19 -0.23 0.13 0.381
H 9.9134 -17.6883 13.7894 0.29 0.01 -0.32 0.237
H 15.6624 -21.2162 9.4932 -0.10 0.05 -0.06 0.357
```
Positions in Å, forces in eV/Å.

Values from the calculation:
Multiplicity: 3
E_LUMO (spin up / spin down): -0.776 / -2.607 eV
Maximum force: 14.0 eV Å⁻¹
HOMO-LUMO gap (spin up / spin down): 9.25 / 7.42 eV

***

(4)
ORCA calculation (ωB97M-V with the def2-TZVPD basis set) on an isolated molecule of C3H5ClN2O in a non-equilibrium geometry.

```
12
Properties=species:S:1:pos:R:3:forces:R:3:mulliken_charge:R:1
Cl 2.0447 1.4373 -2.1030 1.09 -0.05 -1.31 -0.197
O -0.8200 -1.2789 2.1604 0.60 2.17 -4.16 -0.624
N -0.2166 0.5861 0.8950 -1.32 -1.97 1.53 -0.037
N -1.0824 -1.3915 -0.2060 2.44 3.10 -1.29 -0.394
C 1.4206 0.4115 -0.9156 -3.98 2.51 2.97 -0.247
C 0.4314 1.1045 -0.1443 3.65 0.36 -2.83 -0.321
C -0.6466 -0.7398 1.0140 -2.65 -3.36 2.02 0.364
H -1.8721 -2.0614 -0.2270 1.20 0.87 0.28 0.236
H -0.7211 -0.8170 -1.1470 -1.85 -2.30 3.29 0.274
H -0.5209 1.1398 1.6807 0.30 0.08 -0.02 0.260
H 1.7185 -0.6191 -0.7251 0.10 0.39 -0.38 0.450
H 0.2647 2.2286 -0.2821 0.43 -1.82 -0.11 0.235
```
Positions in Å, forces in eV/Å.

Values from the calculation:
E_LUMO: 0.550 eV
SMILES string: NC(=O)N/C=C/Cl
Maximum force: 5.6 eV Å⁻¹
Relative energy (zero: lowest compared OMol25 entry of this formula, charge and spin): 42.3 kcal per mole
HOMO-LUMO gap: 9.06 eV